Computed, not measured: a molecular structure, C11H16NO5PdS2, with ωB97M-V/def2-TZVPD.

The geometry in XYZ format:
```
36
C11H16NO5PdS2, DFT ωB97M-V/def2-TZVPD
Pd -0.47538 -0.52815 0.64744
C -4.80661 -1.98650 -1.47410
O -3.46842 -1.80966 -1.95158
C -2.53899 -1.42192 -1.09379
S -2.85888 -1.12059 0.53789
S -0.97411 -1.22127 -1.69949
H -5.37924 -2.30488 -2.33967
H -5.19373 -1.04761 -1.08037
H -4.83368 -2.74655 -0.69443
O -0.80401 1.78367 0.26908
N 0.01436 2.61453 0.83878
C 0.49385 2.37954 2.07826
C 1.36238 3.26792 2.67450
C 1.75324 4.41597 2.00542
C 1.24651 4.63961 0.73411
C 0.38142 3.72981 0.16999
H 0.15331 1.45875 2.52712
H 1.72592 3.04207 3.66668
H 2.43552 5.11867 2.46175
H 1.51432 5.51937 0.16660
H -0.06266 3.82093 -0.80887
C 2.66833 -0.45402 -1.68951
C 3.59901 -1.04675 -0.63134
C 2.81019 -0.86360 0.66725
O 1.79773 0.13482 0.39672
C 2.02042 0.67643 -0.91755
H 1.90971 -1.17848 -1.99006
H 3.19485 -0.10903 -2.57821
H 4.53370 -0.48478 -0.59516
H 3.84082 -2.09208 -0.81438
H 3.43268 -0.51019 1.49074
H 2.29922 -1.77240 0.97983
H 2.69340 1.53901 -0.83912
H 1.05414 0.99691 -1.30499
O 0.09672 -0.88608 2.83060
O 0.18527 -1.99056 2.20491
```

* ΔE to the lowest compared entry with this formula, charge and spin: 0.0000 eV
* HOMO-LUMO gap (alpha / beta): 7.17 / 7.81 eV
* 2S+1: 4
* lowest unoccupied orbital energy (alpha / beta): 0.102 / -0.072 eV
* total charge: 0